<w>
# C39H38Br2ClIN3O3Tl

A molecular structure, C39H38Br2ClIN3O3Tl (ωB97M-V with the def2-TZVPD basis set, the OMol25 dataset).

```
88
Properties=species:S:1:pos:R:3
Tl 1.266 -0.276 0.992
O 3.701 -0.006 4.439
C 2.998 0.363 3.528
N 3.147 0.083 2.186
C 4.378 -0.121 1.653
O 5.459 -0.104 2.204
C 4.337 -0.289 0.140
C 5.515 -0.472 -0.564
C 5.447 -0.566 -1.944
C 4.217 -0.453 -2.572
C 3.086 -0.272 -1.795
N 3.154 -0.208 -0.468
C 1.812 1.271 3.821
C 1.684 1.820 5.088
C 0.657 2.718 5.317
C -0.219 3.015 4.285
C -0.041 2.386 3.064
N 0.963 1.546 2.829
H 6.442 -0.523 -0.013
H 6.346 -0.715 -2.527
H 4.125 -0.505 -3.647
H 2.099 -0.170 -2.226
H 2.396 1.538 5.850
H 0.538 3.178 6.289
H -1.038 3.707 4.421
H -0.727 2.555 2.246
C -5.234 1.740 -3.074
C -4.160 0.861 -3.729
C -3.849 1.410 -5.128
C -4.730 -0.551 -3.878
C -2.885 0.877 -2.891
C -2.216 -0.272 -2.522
C -1.042 -0.190 -1.786
Br -0.129 -1.850 -1.489
C -0.482 1.018 -1.343
O 0.605 1.094 -0.598
C -1.119 2.206 -1.815
C -2.293 2.092 -2.538
C -0.469 3.575 -1.582
C -0.344 3.891 -0.090
C 0.928 3.589 -2.222
C -1.273 4.713 -2.221
H -6.161 1.689 -3.649
H -4.933 2.788 -3.030
H -5.444 1.408 -2.056
H -4.752 1.431 -5.743
H -3.105 0.788 -5.630
H -3.455 2.426 -5.073
H -5.677 -0.508 -4.418
H -4.916 -1.015 -2.908
H -4.061 -1.200 -4.445
H -2.581 -1.250 -2.801
H -2.774 2.998 -2.876
H 0.300 3.167 0.398
H -1.328 3.888 0.386
H 0.090 4.885 0.046
H 1.584 2.852 -1.763
H 1.377 4.578 -2.107
H 0.858 3.376 -3.292
H -2.270 4.807 -1.786
H -1.377 4.587 -3.300
H -0.749 5.654 -2.048
Br 3.865 -5.892 -2.425
C 2.263 -6.028 -1.434
C 1.354 -7.011 -1.805
C 0.163 -7.152 -1.117
C -0.124 -6.314 -0.049
C 0.781 -5.334 0.321
C 1.980 -5.181 -0.370
I 3.255 -3.656 0.236
H 1.590 -7.660 -2.638
H -0.538 -7.919 -1.415
H -1.050 -6.419 0.500
H 0.569 -4.688 1.163
Cl 1.645 -2.968 3.541
C 0.403 -1.957 4.217
C 0.334 -1.822 5.594
C -0.648 -1.021 6.150
C -1.555 -0.370 5.323
C -1.463 -0.510 3.950
C -0.478 -1.302 3.358
C -0.378 -1.409 1.882
H 1.056 -2.340 6.210
H -0.705 -0.912 7.224
H -2.333 0.250 5.748
H -2.168 0.006 3.308
H -1.263 -1.009 1.389
H -0.226 -2.432 1.543
```

Summary:
- LUMO level: -0.2 eV
- Total charge: 0
- HOMO-LUMO gap: 7.489 eV
- 2S+1: 1
- Molar mass: 1123.30 g/mol

=====

<x>
# C39H38Br2ClIN3O3Tl

A molecular structure, C39H38Br2ClIN3O3Tl (ωB97M-V with the def2-TZVPD basis set, the OMol25 dataset).

```
88
Properties=species:S:1:pos:R:3
Tl 0.734 -1.167 -1.382
O 1.118 -4.909 -3.682
C 0.664 -3.899 -3.186
N 0.707 -3.530 -1.881
C 0.925 -4.449 -0.911
O 0.925 -5.658 -1.028
C 1.107 -3.868 0.475
C 1.574 -4.724 1.469
C 1.663 -4.268 2.771
C 1.272 -2.965 3.039
C 0.850 -2.172 1.987
N 0.778 -2.604 0.735
C -0.044 -2.892 -4.072
C -0.499 -3.340 -5.310
C -1.225 -2.482 -6.115
C -1.487 -1.202 -5.647
C -0.973 -0.830 -4.417
N -0.255 -1.646 -3.659
H 1.848 -5.729 1.188
H 2.023 -4.910 3.561
H 1.297 -2.563 4.038
H 0.556 -1.145 2.155
H -0.268 -4.354 -5.599
H -1.587 -2.805 -7.080
H -2.072 -0.503 -6.222
H -1.151 0.159 -4.024
C -5.178 -1.829 3.469
C -4.247 -0.668 3.827
C -3.619 -0.963 5.196
C -5.099 0.608 3.905
C -3.173 -0.443 2.776
C -3.206 -1.060 1.536
C -2.269 -0.717 0.589
Br -2.321 -1.601 -1.120
C -1.234 0.224 0.772
O -0.453 0.549 -0.211
C -1.156 0.784 2.080
C -2.140 0.463 2.999
C -0.131 1.842 2.484
C -0.844 3.196 2.365
C 0.343 1.634 3.933
C 1.125 1.847 1.611
H -5.881 -1.991 4.282
H -4.622 -2.751 3.317
H -5.753 -1.606 2.575
H -4.400 -1.140 5.931
H -3.012 -0.135 5.551
H -2.992 -1.851 5.140
H -5.913 0.476 4.612
H -5.526 0.827 2.928
H -4.506 1.463 4.218
H -3.953 -1.788 1.278
H -2.099 0.955 3.955
H -1.689 3.243 3.049
H -1.223 3.323 1.355
H -0.165 4.013 2.597
H -0.426 1.881 4.660
H 1.192 2.284 4.132
H 0.657 0.605 4.095
H 0.887 2.068 0.577
H 1.621 0.879 1.649
H 1.823 2.604 1.968
Br 2.917 4.545 -4.590
C 1.677 4.664 -3.160
C 1.390 5.915 -2.638
C 0.509 6.035 -1.577
C -0.092 4.905 -1.046
C 0.169 3.657 -1.586
C 1.055 3.532 -2.643
I 1.398 1.614 -3.486
H 1.853 6.789 -3.072
H 0.289 7.013 -1.176
H -0.772 4.995 -0.213
H -0.321 2.776 -1.195
Cl 4.032 1.507 0.093
C 4.323 1.022 -1.538
C 5.002 1.896 -2.367
C 5.259 1.544 -3.680
C 4.814 0.323 -4.166
C 4.134 -0.543 -3.338
C 3.878 -0.231 -1.993
C 3.166 -1.163 -1.154
H 5.331 2.848 -1.979
H 5.786 2.231 -4.322
H 4.989 0.057 -5.197
H 3.766 -1.484 -3.719
H 3.274 -1.018 -0.086
H 3.270 -2.199 -1.455
```

Summary:
- LUMO level: -1.1 eV
- Total charge: 0
- HOMO-LUMO gap: 6.394 eV
- 2S+1: 1
- Molar mass: 1123.30 g/mol

=====

Result of the stability comparison: <x> is the least stable of them.

=====

<w>
# BH16O6

7 unconnected molecules or ions with the total composition BH16O6 (ωB97M-V with the def2-TZVPD basis set, the OMol25 dataset).

```
23
Properties=species:S:1:pos:R:3
B -0.209 -0.613 -0.282
H -0.244 0.544 0.082
H -0.038 -1.328 0.645
H -1.348 -0.982 -0.706
H 0.561 -0.716 -1.357
O -0.748 0.971 -3.165
H -1.499 0.449 -3.322
H -0.506 0.404 -2.532
O -0.945 1.905 2.848
H -0.681 2.814 2.846
H -1.266 1.521 2.010
O 3.055 0.921 0.579
H 2.276 0.548 -0.027
H 3.408 0.217 1.038
O 0.473 -1.256 3.506
H 0.484 -1.462 2.695
H 1.141 -0.551 3.728
O 1.149 -3.576 -1.694
H 1.162 -3.609 -2.758
H 0.952 -2.648 -1.600
O -2.754 2.131 -0.954
H -2.422 2.746 -0.392
H -2.002 1.570 -1.191
```

Summary:
- LUMO level: 3.2 eV
- Total charge: -1
- HOMO-LUMO gap: 9.051 eV
- 2S+1: 1
- Molar mass: 122.93 g/mol

=====

<x>
# BH16O6

7 unconnected molecules or ions with the total composition BH16O6 (ωB97M-V with the def2-TZVPD basis set, the OMol25 dataset).

```
23
Properties=species:S:1:pos:R:3
B 20.697 8.631 -6.448
H 21.251 7.742 -5.794
H 19.519 8.300 -6.524
H 20.778 9.779 -5.941
H 21.248 8.652 -7.594
O 19.045 10.449 -8.467
H 19.715 9.900 -8.042
H 19.367 11.330 -8.366
O 20.237 9.043 -3.239
H 20.247 9.403 -4.116
H 20.844 8.302 -3.236
O 20.421 6.513 -10.254
H 20.273 7.431 -10.276
H 20.715 6.468 -9.336
O 17.773 10.961 -5.531
H 17.119 11.431 -6.069
H 18.371 10.633 -6.138
O 21.211 5.597 -7.849
H 22.041 5.348 -7.444
H 20.922 6.286 -7.214
O 18.899 6.276 -4.553
H 19.634 5.686 -4.508
H 19.201 6.940 -5.180
```

Summary:
- LUMO level: 3.2 eV
- Total charge: -1
- HOMO-LUMO gap: 9.714 eV
- 2S+1: 1
- Molar mass: 122.93 g/mol

=====

Result of the stability comparison: <w> is the least stable of them.

=====

<w>
# C2HN5O

A single C2HN5O molecule (ωB97M-V with the def2-TZVPD basis set, the OMol25 dataset).

```
9
Properties=species:S:1:pos:R:3
O -2.454 -0.241 0.448
C -1.294 -0.264 0.056
N -0.907 0.882 -0.780
N 0.301 1.307 -0.576
C 1.134 0.621 0.366
N 1.343 -0.682 0.390
N 0.710 -1.454 -0.640
N -0.575 -1.290 -0.508
H 1.742 1.120 1.245
```

Summary:
- LUMO level: -2.2 eV
- Total charge: 0
- HOMO-LUMO gap: 8.059 eV
- 2S+1: 1
- Molar mass: 111.06 g/mol
- SMILES: O=c1nncnnn1

=====

<x>
# C2HN5O

A single C2HN5O molecule (ωB97M-V with the def2-TZVPD basis set, the OMol25 dataset).

```
9
Properties=species:S:1:pos:R:3
O 1.899 -0.573 -0.479
C 0.812 -0.043 -0.569
N -0.248 -0.681 -1.277
N -1.228 -0.903 -0.570
C -1.068 -0.696 0.887
N -0.556 0.303 1.498
N -0.207 1.441 0.675
N 0.505 1.346 -0.261
H -1.517 -1.527 1.472
```

Summary:
- LUMO level: -1.5 eV
- Total charge: 0
- HOMO-LUMO gap: 8.581 eV
- 2S+1: 1
- Molar mass: 111.06 g/mol
- SMILES: O=c1nncnnn1

=====

Result of the stability comparison: <w> is the least stable of them.

=====

<w>
# C3H7FS

A single C3H7FS molecule (ωB97M-V with the def2-TZVPD basis set, the OMol25 dataset).

```
12
Properties=species:S:1:pos:R:3
C -0.701 1.008 0.613
C 0.279 -0.273 0.179
C -0.241 -0.994 -1.122
F 0.153 -1.094 1.297
S 2.046 0.002 -0.091
H -0.336 1.373 1.638
H -0.589 1.706 -0.207
H -1.710 0.738 0.884
H 0.375 -0.579 -1.821
H -0.200 -2.097 -1.157
H -1.202 -0.594 -1.218
H 2.127 0.803 1.004
```

Summary:
- LUMO level: 0.9 eV
- Total charge: 0
- HOMO-LUMO gap: 10.486 eV
- 2S+1: 1
- Molar mass: 94.15 g/mol
- SMILES: CC(C)(F)S

=====

<x>
# C3H7FS

2 unconnected molecules or ions with the total composition C3H7FS (ωB97M-V with the def2-TZVPD basis set, the OMol25 dataset).

```
12
Properties=species:S:1:pos:R:3
C -1.365 -0.002 -1.216
C -0.960 -0.355 -0.012
C -0.904 0.470 1.225
F -0.488 -1.611 0.181
H -1.333 -0.688 -2.043
H -1.737 0.988 -1.397
H -1.158 -0.142 2.089
H 0.110 0.846 1.368
H -1.587 1.310 1.154
S 2.751 -0.051 -0.036
H 2.672 -0.270 -1.341
H 3.999 -0.495 0.027
```

Summary:
- LUMO level: 0.8 eV
- Total charge: 0
- HOMO-LUMO gap: 10.436 eV
- 2S+1: 1
- Molar mass: 94.15 g/mol
- SMILES: C=C(C)F.S

=====

Result of the stability comparison: <w> is the least stable of them.

=====

<w>
# C3H12N2O3

3 unconnected molecules or ions with the total composition C3H12N2O3 (ωB97M-V with the def2-TZVPD basis set, the OMol25 dataset).

```
20
Properties=species:S:1:pos:R:3
C 1.105 0.381 -1.494
N 0.062 0.679 -0.570
C -0.458 -0.426 0.109
C -1.977 -0.090 0.656
N -2.918 -0.189 -0.605
O -2.134 0.881 1.429
H 1.247 -0.688 -1.607
H 0.884 0.842 -2.474
H 2.073 0.749 -1.090
H 0.087 1.564 -0.073
H -0.714 -1.129 -0.682
H 0.173 -0.657 0.997
H -3.762 -0.544 -0.161
H -3.178 0.774 -0.826
H 2.215 0.149 0.920
H 2.985 -1.976 0.316
O 2.491 -1.155 0.328
H 2.238 1.065 2.296
H -2.179 -1.115 1.046
O 1.759 0.882 1.484
```

Summary:
- LUMO level: -4.2 eV
- Total charge: 0
- HOMO-LUMO gap: 4.349 eV
- 2S+1: 1
- Molar mass: 124.14 g/mol

=====

<x>
# C3H12N2O3

3 unconnected molecules or ions with the total composition C3H12N2O3 (ωB97M-V with the def2-TZVPD basis set, the OMol25 dataset).

```
20
Properties=species:S:1:pos:R:3
C -0.082 2.602 -0.524
C -0.148 1.617 0.597
C 0.104 0.177 0.329
N 1.482 -0.334 0.644
O -0.090 -0.240 -1.062
N -1.152 2.399 -1.560
H 0.842 2.573 -1.105
H -0.126 3.605 -0.136
H -0.583 -0.398 0.835
H -0.626 1.872 1.489
H 1.479 -1.213 1.211
H 1.976 0.383 1.051
H -1.140 1.377 -1.594
H -2.083 2.607 -1.104
H 0.233 -1.167 -1.133
H 0.483 -3.893 -1.186
O 0.435 -3.042 -0.787
H -0.005 -2.963 0.559
H -0.717 -3.336 1.950
O -0.281 -2.624 1.528
```

Summary:
- LUMO level: -3.9 eV
- Total charge: 0
- HOMO-LUMO gap: 3.783 eV
- 2S+1: 1
- Molar mass: 124.14 g/mol

=====

<y>
# C3H12N2O3

A molecular structure, C3H12N2O3 (ωB97M-V with the def2-TZVPD basis set, the OMol25 dataset).

```
20
Properties=species:S:1:pos:R:3
N -0.602 2.064 0.276
C -0.732 1.366 1.325
C -0.380 -0.075 1.379
N 0.765 -0.304 0.622
C 1.158 -1.710 0.497
O -1.539 -0.891 1.066
H 0.009 2.880 0.382
H -0.255 1.517 -0.579
H -1.282 1.781 2.152
H -0.148 -0.307 2.423
H 0.738 0.058 -0.322
H 2.055 -1.820 -0.077
H 0.384 -1.985 -0.241
H 1.029 -2.347 1.379
H 0.239 -0.035 -2.012
H 0.649 1.744 -1.992
O -0.001 1.147 -1.592
H -2.033 -0.399 0.406
H -0.291 -1.471 -2.924
O 0.237 -1.212 -2.167
```

Summary:
- LUMO level: -1.1 eV
- Total charge: 0
- HOMO-LUMO gap: 7.554 eV
- 2S+1: 1
- Molar mass: 124.14 g/mol

=====

Result of the stability comparison: <w> is the least stable of them.